Entry 1:
An isolated molecule of C3H9NS2. Source: the Open Molecules 2025 dataset; level of theory: ωB97M-V with the def2-TZVPD basis set.

Geometry as XYZ:
```
15
Properties=species:S:1:pos:R:3:forces:R:3:lowdin_charge:R:1
C -0.572 1.233 0.048 -1.214 0.370 3.499 -0.435
C -0.439 -0.171 -0.229 -0.854 -3.718 -1.283 -0.880
C 0.424 -1.141 0.553 1.138 0.285 0.449 -0.581
H 0.584 2.757 0.529 0.915 -1.736 -1.307 0.102
H 0.625 2.404 -1.133 0.923 -1.825 3.268 0.156
H -0.922 1.324 1.113 0.489 0.149 -0.544 0.129
H -1.489 1.506 -0.479 0.452 1.065 -0.673 0.095
H -0.093 -0.166 -1.244 0.182 -0.535 -0.782 0.064
H -1.565 -2.459 -0.317 -1.353 3.588 0.059 0.016
H 0.555 -0.785 1.555 0.000 0.318 0.712 0.056
H 0.025 -2.200 0.703 0.882 1.566 -0.828 0.062
H 2.124 -2.260 -0.544 0.361 -0.741 -0.303 -0.177
N 0.731 1.879 -0.097 -1.823 4.901 -2.450 -0.020
S -2.069 -0.939 -0.213 -0.197 -3.367 -0.367 0.700
S 2.080 -0.982 -0.246 0.099 -0.320 0.548 0.712
```
Positions in Å, forces in eV/Å.

electronic energy	-26415.1608	eV
SMILES string	NC[C@H](S)CS
frontier orbital gap	9.29	eV
net charge	0
M	123.25	g mol⁻¹
HOMO	-8.8249	eV



Entry 2:
A cluster of 2 separate species, C3H9NS2 in total. Source: the Open Molecules 2025 dataset; level of theory: ωB97M-V with the def2-TZVPD basis set.

Geometry as XYZ:
```
15
Properties=species:S:1:pos:R:3:forces:R:3:lowdin_charge:R:1
C 0.283 -1.628 -0.843 -0.091 -2.445 1.827 -0.102
C 0.379 -1.246 0.668 -1.716 -0.728 -0.920 -0.302
C -0.700 -0.447 1.324 -0.487 -0.119 -3.185 -0.628
N 0.858 2.085 0.159 2.453 -0.508 -0.437 -0.514
S -1.914 0.165 0.476 -0.844 0.386 0.262 0.690
S -0.140 2.794 -0.810 -1.114 -0.364 -0.375 0.731
H 1.220 -1.919 -1.324 0.135 0.353 0.431 0.074
H -0.183 -0.880 -1.353 -0.876 2.460 -1.570 -0.015
H -0.400 -2.480 -1.043 0.313 0.243 0.570 0.084
H 1.237 -0.681 0.803 2.074 0.674 0.714 0.074
H 0.267 -2.074 1.339 1.163 -1.210 0.141 0.099
H -0.690 -0.447 2.367 0.188 0.345 1.734 0.036
H 1.738 2.149 -0.381 -0.029 -0.191 0.747 -0.044
H -0.887 1.817 -1.510 0.148 0.483 0.118 -0.089
H -1.068 2.791 0.129 -1.318 0.620 -0.058 -0.093
```
Positions in Å, forces in eV/Å.

electronic energy	-26413.6871	eV
frontier orbital gap	8.68	eV
net charge	0
M	123.25	g mol⁻¹
HOMO	-8.4626	eV



Entry 3:
A structure of composition C3H9NS2. Source: the Open Molecules 2025 dataset; level of theory: ωB97M-V with the def2-TZVPD basis set.

Geometry as XYZ:
```
15
Properties=species:S:1:pos:R:3:forces:R:3:lowdin_charge:R:1
S -4.521 0.543 -0.799 0.872 -0.070 0.019 0.168
S 3.734 0.117 -0.461 2.244 -0.885 2.399 0.647
C 1.701 0.202 0.245 1.722 2.200 -2.805 -0.301
C 0.576 -0.614 0.697 -2.148 -2.502 0.813 -0.249
N -0.786 -0.800 -0.132 1.271 0.256 -0.393 -0.102
C -1.929 0.016 0.210 -0.704 1.603 0.899 -0.270
H 3.780 0.889 -1.578 -0.956 -0.087 0.287 -0.132
H 1.652 1.265 0.333 0.057 0.303 0.362 0.029
H 2.276 0.032 -0.816 -4.472 -0.174 -0.576 -0.144
H 0.766 -1.688 0.825 0.646 0.412 0.090 0.104
H 0.193 -0.299 1.705 0.596 0.063 -0.811 0.118
H -0.539 -0.738 -1.117 -0.251 -0.011 0.217 0.093
H -2.795 -0.391 0.764 1.061 -0.768 0.175 0.020
H -1.633 0.924 0.765 -0.112 -0.206 0.008 0.091
H -2.476 0.543 -0.642 0.173 -0.135 -0.684 -0.074
```
Positions in Å, forces in eV/Å.

electronic energy	-26408.3748	eV
frontier orbital gap	5.57	eV
net charge	0
M	123.25	g mol⁻¹
HOMO	-8.4628	eV



Entry 4:
An isolated molecule of C3H9NS2. Source: the Open Molecules 2025 dataset; level of theory: ωB97M-V with the def2-TZVPD basis set.

Geometry as XYZ:
```
15
Properties=species:S:1:pos:R:3:forces:R:3:lowdin_charge:R:1
N -1.603 1.708 0.547 1.130 -0.927 -0.653 -0.010
C -0.182 1.175 0.550 -1.837 0.551 1.701 -0.344
C 0.393 0.829 -0.775 -0.004 0.416 -1.405 -0.583
S -0.562 -0.250 -1.893 0.574 -0.301 0.738 0.482
S -0.460 -2.117 -0.879 -0.960 0.227 -0.580 0.446
C 0.863 -2.160 0.302 0.997 0.442 0.745 -0.506
H -1.771 2.044 -0.399 -0.222 0.197 0.137 0.046
H -2.154 0.856 0.602 -0.413 0.235 -0.062 0.050
H 0.385 1.948 1.067 0.537 -0.065 -0.279 0.104
H -0.246 0.338 1.248 0.424 -0.186 -0.180 0.095
H 0.431 1.753 -1.379 0.152 -0.209 0.107 0.077
H 1.409 0.441 -0.749 0.054 0.111 0.219 0.056
H 1.459 -3.039 0.089 -0.014 -0.270 0.143 0.024
H 1.589 -1.342 0.358 -0.326 0.109 -0.580 0.034
H 0.450 -2.184 1.310 -0.092 -0.332 -0.053 0.029
```
Positions in Å, forces in eV/Å.

electronic energy	-26416.8722	eV
SMILES string	CSSCCN
frontier orbital gap	8.71	eV
net charge	0
M	123.25	g mol⁻¹
HOMO	-8.0769	eV



Entry 5:
A cluster of 2 separate species, C3H9O in total. Source: the Open Molecules 2025 dataset; level of theory: ωB97M-V with the def2-TZVPD basis set.

Geometry as XYZ:
```
13
Properties=species:S:1:pos:R:3:forces:R:3:lowdin_charge:R:1
C -1.441 2.064 0.285 0.360 -1.414 -0.006 -0.462
O -0.901 0.811 0.106 -0.333 0.789 0.142 -0.429
H -2.480 2.021 0.672 -0.393 0.216 0.000 0.016
H -0.905 2.677 1.044 0.151 0.271 -0.020 0.021
H -1.483 2.658 -0.654 -0.040 0.306 -0.031 0.022
C 0.578 -1.780 0.299 -0.238 0.284 -0.487 -0.202
C 1.258 -0.778 -0.638 0.255 -0.596 0.186 -0.220
H 0.099 -2.531 -0.341 0.115 -0.227 0.239 0.049
H -0.231 -1.258 0.813 0.184 0.034 0.187 0.032
H 1.278 -2.267 0.982 -0.090 -0.030 0.087 0.042
H 0.472 -0.370 -1.267 0.248 0.170 -0.157 0.037
H 1.707 0.059 -0.106 -0.105 -0.010 0.065 0.050
H 2.049 -1.304 -1.195 -0.112 0.210 -0.205 0.042
```
Positions in Å, forces in eV/Å.

electronic energy	-5303.4216	eV
frontier orbital gap	6.56	eV
net charge	-1
M	61.10	g mol⁻¹
HOMO	-1.9566	eV



Entry 6:
A structure of composition C3H9O2P. Source: the Open Molecules 2025 dataset; level of theory: ωB97M-V with the def2-TZVPD basis set.

Geometry as XYZ:
```
15
Properties=species:S:1:pos:R:3:forces:R:3:lowdin_charge:R:1
C 0.412 0.070 1.462 -0.467 -0.022 -0.461 -0.157
C -0.608 1.538 -0.896 -0.189 -0.536 0.323 -0.157
C -0.521 -1.438 -0.917 -0.174 0.550 0.208 -0.161
O -2.170 -0.011 0.843 0.369 0.046 0.924 -0.386
O -3.050 -0.091 -0.349 0.330 0.017 -0.676 -0.338
P -0.811 0.034 0.106 -0.394 -0.026 -0.376 0.704
H 0.284 -0.827 2.065 0.022 -0.053 -0.012 0.056
H 1.429 0.121 1.087 0.135 0.005 -0.070 0.050
H 0.370 1.556 -1.366 0.156 0.007 -0.023 0.052
H -1.394 1.539 -1.647 -0.009 -0.035 0.021 0.052
H -0.734 2.403 -0.247 0.039 0.004 0.022 0.061
H -1.115 -1.350 -1.823 0.004 0.014 0.043 0.054
H 0.533 -1.534 -1.161 0.159 -0.012 0.011 0.051
H -0.864 -2.307 -0.360 0.006 -0.019 0.063 0.064
H 0.203 0.937 2.084 0.013 0.059 0.005 0.055
```
Positions in Å, forces in eV/Å.

electronic energy	-16637.9719	eV
frontier orbital gap	8.43	eV
net charge	0
M	108.08	g mol⁻¹
HOMO	-7.8815	eV



Entry 7:
A cluster of 2 separate species, C3H9O2SSi in total. Source: the Open Molecules 2025 dataset; level of theory: ωB97M-V with the def2-TZVPD basis set.

Geometry as XYZ:
```
16
Properties=species:S:1:pos:R:3:forces:R:3:lowdin_charge:R:1
C 1.709 -0.648 1.194 1.007 -2.161 -1.054 -0.172
C 2.548 -0.049 0.012 -2.459 0.199 0.537 -0.227
C 1.359 0.652 -1.010 1.292 -0.924 0.229 -0.479
O -4.831 -0.219 -0.180 0.748 0.055 -0.054 -1.030
O 0.113 0.733 -0.526 -0.190 0.250 0.066 -0.397
Si -3.412 0.388 0.181 -1.261 0.001 0.077 0.812
S -5.423 -1.296 -1.373 -0.126 -0.396 -0.442 0.211
H 1.940 -0.209 2.155 0.137 0.217 0.224 0.028
H 0.700 -0.359 0.859 -0.252 -0.485 0.629 0.016
H 1.860 -1.808 1.311 -0.493 2.011 -0.237 0.073
H 3.266 0.634 0.470 0.139 0.226 -0.657 0.057
H 2.982 -0.764 -0.678 0.562 -0.265 0.457 0.052
H 1.445 -0.054 -1.895 -0.108 0.595 0.239 0.072
H 1.865 1.597 -1.280 -0.333 0.278 -0.289 0.059
H -2.094 0.191 -0.504 0.086 0.148 0.224 -0.039
H -4.027 1.208 1.264 1.249 0.251 0.051 -0.035
```
Positions in Å, forces in eV/Å.

electronic energy	-26061.2678	eV
frontier orbital gap (spin up / spin down)	5.32 / 5.32	eV
net charge	-1
M	137.26	g mol⁻¹
HOMO (spin up / spin down)	-3.6301 / -3.6301	eV



Entry 8:
A cluster of 2 separate species, C3H9O3 in total. Source: the Open Molecules 2025 dataset; level of theory: ωB97M-V with the def2-TZVPD basis set.

Geometry as XYZ:
```
15
Properties=species:S:1:pos:R:3:forces:R:3:lowdin_charge:R:1
C -0.300 0.918 0.084 0.154 -1.787 1.509 -0.494
O -1.062 1.060 -0.995 -0.096 1.255 -0.011 -0.304
C 0.370 -0.509 -0.012 1.075 0.667 -0.726 -0.213
C 1.801 -0.667 0.419 0.896 0.494 2.413 -0.234
O 2.036 -0.365 1.897 -0.578 -0.335 -1.385 -0.150
H 0.517 1.692 0.297 -0.419 -0.287 -0.514 0.089
H -0.828 0.825 1.130 0.119 0.589 -1.049 0.097
H 0.410 -0.698 -1.090 -0.199 -0.006 -0.088 0.104
H -0.257 -1.285 0.408 -0.192 -0.143 0.331 0.096
H 2.146 -1.699 0.328 0.063 0.042 -0.111 0.094
H 2.540 0.009 -0.045 -0.618 -0.273 -0.500 0.105
H 1.586 0.480 2.013 -0.003 -0.058 0.107 0.039
H -3.231 -0.538 -1.140 -0.459 -0.227 -0.222 -0.014
H -2.427 0.619 -1.487 -0.378 0.016 -0.413 -0.026
O -3.301 0.158 -1.805 0.635 0.053 0.660 -0.190
```
Positions in Å, forces in eV/Å.

electronic energy	-9399.0497	eV
frontier orbital gap	7.37	eV
net charge	-1
M	93.10	g mol⁻¹
HOMO	-3.4506	eV



Entry 9:
A cluster of 3 separate species, C3H9O4S in total. Source: the Open Molecules 2025 dataset; level of theory: ωB97M-V with the def2-TZVPD basis set.

Geometry as XYZ:
```
17
Properties=species:S:1:pos:R:3:forces:R:3:lowdin_charge:R:1
O -0.081 -0.715 1.761 -0.680 -0.958 0.170 -0.081
C -0.528 -0.119 0.757 0.940 2.629 0.077 -0.710
O -1.335 0.849 0.742 -0.265 -1.024 -0.265 -0.076
C 0.398 -0.240 -0.507 -0.099 -2.001 1.816 -0.236
C -0.224 -0.339 -1.831 -0.849 1.476 -1.945 -0.559
S 0.952 -0.100 -3.248 -0.050 -1.003 -0.277 0.622
H 0.935 -1.174 -0.297 0.201 0.154 -0.299 0.106
H 1.113 0.543 -0.324 0.219 0.617 -0.490 0.095
H -0.969 0.438 -2.092 0.154 -0.338 0.894 0.063
H -0.727 -1.293 -2.012 0.301 -0.017 0.052 0.074
H 1.600 0.963 -2.804 0.071 0.411 0.354 -0.182
H -2.634 -1.940 2.797 -0.919 -0.626 0.406 0.022
H -1.322 -2.019 2.484 1.095 -0.822 0.001 -0.006
O -1.988 -2.662 2.830 0.029 1.602 -0.462 -0.116
H 0.893 2.640 1.511 -0.041 -0.520 0.611 0.023
H 1.881 2.720 2.796 -0.753 -0.273 -0.798 0.040
O 1.572 3.140 1.976 0.647 0.694 0.156 -0.077
```
Positions in Å, forces in eV/Å.

electronic energy	-22283.9783	eV
frontier orbital gap	8.00	eV
net charge	-1
M	141.17	g mol⁻¹
HOMO	-4.9314	eV



Entry 10:
A cluster of 3 separate species, C3H9O4S in total. Source: the Open Molecules 2025 dataset; level of theory: ωB97M-V with the def2-TZVPD basis set.

Geometry as XYZ:
```
17
Properties=species:S:1:pos:R:3:forces:R:3:lowdin_charge:R:1
O 0.913 -0.864 0.719 0.286 0.026 0.215 -0.054
C 0.669 -0.213 -0.316 -1.789 -0.011 -0.474 -0.713
O 0.890 -0.487 -1.512 0.551 -0.005 0.070 -0.060
C -0.167 1.132 -0.103 3.995 -0.527 0.718 -0.226
C -1.442 0.918 0.607 -1.740 0.147 -1.495 -0.547
S -2.719 2.249 0.380 -0.183 0.651 0.947 0.613
H -0.092 1.675 -1.025 -1.014 0.107 -0.636 0.081
H 0.677 1.602 0.476 -1.344 0.381 0.312 0.117
H -1.351 0.818 1.674 0.041 -0.081 0.347 0.059
H -2.015 0.072 0.192 0.754 -0.116 0.391 0.068
H -2.725 2.547 -0.923 0.450 -0.444 -0.139 -0.181
H 0.711 -0.727 3.649 0.310 -0.432 0.047 0.023
H 1.388 -1.679 2.723 -0.024 0.067 -0.075 0.003
O 1.262 -1.528 3.675 -0.318 0.442 -0.185 -0.099
H 2.024 -1.517 -3.224 -0.416 -0.094 0.357 0.010
H 0.549 -1.815 -3.406 0.488 0.002 0.349 0.014
O 1.426 -2.183 -3.587 -0.046 -0.114 -0.750 -0.108
```
Positions in Å, forces in eV/Å.

electronic energy	-22284.0059	eV
frontier orbital gap	7.73	eV
net charge	-1
M	141.17	g mol⁻¹
HOMO	-4.7458	eV



Entry 11:
A cluster of 2 separate species, C3H9OS in total. Source: the Open Molecules 2025 dataset; level of theory: ωB97M-V with the def2-TZVPD basis set.

Geometry as XYZ:
```
14
Properties=species:S:1:pos:R:3:forces:R:3:lowdin_charge:R:1
C -0.989 1.274 -1.460 0.292 0.098 3.541 -0.188
C -0.376 -0.124 -1.296 3.672 3.263 1.661 -0.350
C 0.116 -0.463 0.175 -1.282 -3.210 0.145 -0.707
S -0.764 0.323 1.673 0.698 -0.537 -1.325 0.115
H -0.330 1.996 -0.824 -1.195 -1.040 -1.358 0.088
H -1.025 1.513 -2.464 0.078 0.877 -2.201 0.009
H -2.015 1.371 -1.046 0.610 -0.206 -0.068 0.054
H 0.629 0.009 -1.841 -1.419 -0.844 0.126 0.104
H -0.935 -0.918 -1.639 -1.304 -1.483 -1.083 0.043
H -0.049 -1.676 0.114 0.248 2.528 0.870 0.079
H 1.217 -0.464 0.287 -0.459 0.710 -0.249 0.005
H 2.047 -0.788 2.195 -1.181 -1.726 2.285 0.040
H 0.830 -0.717 3.142 1.290 -1.399 -0.702 -0.050
O 1.643 -1.335 2.983 -0.046 2.968 -1.642 -0.242
```
Positions in Å, forces in eV/Å.

electronic energy	-16139.5636	eV
frontier orbital gap	6.83	eV
net charge	-1
M	93.17	g mol⁻¹
HOMO	-2.6679	eV



Entry 12:
An isolated molecule of C3H9PS. Source: the Open Molecules 2025 dataset; level of theory: ωB97M-V with the def2-TZVPD basis set.

Geometry as XYZ:
```
14
Properties=species:S:1:pos:R:3:forces:R:3:lowdin_charge:R:1
C 0.828 -0.654 -1.672 -0.109 1.175 2.234 -0.216
C -1.287 0.998 1.530 2.992 4.746 0.197 -0.346
C -0.422 -0.393 -0.795 0.816 1.522 -0.618 -0.505
P 0.260 0.839 0.471 -1.240 -1.363 0.085 0.580
S 1.366 -0.608 1.566 1.275 0.075 0.065 0.334
H 1.252 0.369 -1.812 -0.176 -0.887 -1.128 0.055
H 1.575 -1.113 -1.010 -0.211 -0.319 -0.378 0.008
H 0.623 -1.308 -2.477 0.095 -0.136 -1.249 0.051
H -1.701 2.003 1.095 0.377 -1.784 1.152 0.064
H -1.007 1.116 2.607 -0.361 0.136 -0.917 0.039
H -1.947 0.256 1.408 -2.437 -2.846 -0.498 -0.035
H -0.953 -1.284 -0.510 0.135 -0.420 0.841 0.066
H -1.175 0.206 -1.312 0.038 0.088 -0.474 0.060
H 2.589 -0.428 0.912 -1.193 0.012 0.687 -0.157
```
Positions in Å, forces in eV/Å.

electronic energy	-23380.4857	eV
SMILES string	CCP(C)S
frontier orbital gap	9.68	eV
net charge	0
M	108.15	g mol⁻¹
HOMO	-8.7882	eV